(A)
ORCA calculation (wB97M-V/def2-TZVPD) on an isolated molecule of C3H5NO.

Its highest occupied orbital energy (spin up / spin down) is -9.34 / -9.34 eV. Its lowest unoccupied orbital energy (spin up / spin down) is -0.88 / -0.88 eV.

Geometry as ORCA input:
```
! wB97M-V def2-TZVPD RIJCOSX def2/J DEFGRID3
* xyz 0 1
O 2.02774 0.31168 0.15664
C 0.89555 0.00070 -0.13720
C -0.31504 0.81484 0.40034
C -1.48670 -0.07184 0.43478
N 0.52819 -1.03040 -0.92831
H 0.01028 1.35684 1.29682
H -0.50778 1.54756 -0.40126
H -1.92108 -0.04961 1.44792
H -0.46650 -1.22334 -0.99084
H 1.23534 -1.65643 -1.27889
*
```


(B)
ORCA calculation (wB97M-V/def2-TZVPD) on an isolated molecule of C3H5NO.

Its highest occupied orbital energy is -11.39 eV. As for the SMILES: C[C@@H](O)C#N. Its lowest unoccupied orbital energy is 0.70 eV.

Geometry as ORCA input:
```
! wB97M-V def2-TZVPD RIJCOSX def2/J DEFGRID3
* xyz 0 1
C 1.06103 0.54619 -0.16199
C -0.27862 0.02341 0.35725
O -1.31468 0.79037 -0.22558
C -0.44825 -1.39689 -0.03742
N -0.65118 -2.46811 -0.42440
H 1.01847 0.55303 -1.25438
H 1.91045 -0.07589 0.14051
H 1.22870 1.56623 0.19075
H -0.37687 0.11932 1.44557
H -2.14903 0.34231 -0.03030
*
```


(C)
ORCA calculation (wB97M-V/def2-TZVPD) on an isolated molecule of C3H5NO.

Its highest occupied orbital energy is -9.59 eV. As for the SMILES: O=C1CNC1. Its lowest unoccupied orbital energy is 0.86 eV.

Geometry as ORCA input:
```
! wB97M-V def2-TZVPD RIJCOSX def2/J DEFGRID3
* xyz 0 1
O -0.02774 0.63479 1.75066
C 0.01102 0.20837 0.61904
C -0.00906 0.84661 -0.73030
N -0.13488 -0.46794 -1.36064
C 0.03465 -1.14456 -0.02741
H -0.85337 1.48579 -1.00540
H 0.99032 1.32534 -0.88122
H 0.56954 -0.65193 -2.08665
H 1.02676 -1.60431 0.09310
H -0.78678 -1.82024 0.23142
*
```


(D)
ORCA calculation (wB97M-V/def2-TZVPD) on an isolated molecule of C3H5NO.

Its highest occupied orbital energy is -10.27 eV. As for the SMILES: O=CN1CC1. Its lowest unoccupied orbital energy is 0.92 eV.

Geometry as ORCA input:
```
! wB97M-V def2-TZVPD RIJCOSX def2/J DEFGRID3
* xyz 0 1
O 1.79988 0.49836 0.25190
C 1.25220 -0.52854 -0.16417
N -0.17142 -0.84144 -0.28828
C -0.59333 0.62345 -0.44616
C -0.75242 -0.09212 0.72166
H 1.82287 -1.43077 -0.73220
H 0.10882 1.54466 -0.54915
H -1.60089 0.90716 -1.01923
H -1.71484 -0.59259 0.51082
H -0.15087 -0.08816 1.71481
*
```


Which is the most stable structure? (B) is the most stable.


(A)
ORCA calculation (wB97M-V/def2-TZVPD) on an isolated molecule of C3H5NO.

Its highest occupied orbital energy is -10.84 eV. As for the SMILES: N#CCCO. Its lowest unoccupied orbital energy is 0.79 eV.

Geometry as ORCA input:
```
! wB97M-V def2-TZVPD RIJCOSX def2/J DEFGRID3
* xyz 0 1
N 0.83438 0.12027 -2.26671
C 0.01270 0.04632 -1.45484
C -0.84129 -0.05465 -0.27003
C 0.09458 0.12855 0.94984
O 1.32207 -0.51984 0.74890
H -1.62695 0.70638 -0.31071
H -1.31522 -1.04077 -0.25794
H -0.36397 -0.32988 1.83067
H 0.21575 1.20339 1.15445
H 1.66794 -0.25978 -0.12363
*
```


(B)
ORCA calculation (wB97M-V/def2-TZVPD) on an isolated molecule of C3H5NO.

Its highest occupied orbital energy (spin up / spin down) is -8.73 / -9.60 eV. Its lowest unoccupied orbital energy (spin up / spin down) is -0.20 / 0.14 eV.

Geometry as ORCA input:
```
! wB97M-V def2-TZVPD RIJCOSX def2/J DEFGRID3
* xyz 0 1
C 0.38380 0.91237 -0.97693
C 0.50063 -0.26521 -0.08515
O -1.06314 -0.23374 1.61193
C -0.64079 -0.89730 0.49834
N -0.96835 -1.90421 -0.15244
H -0.65565 1.22344 -1.10789
H 0.83087 0.66651 -1.93646
H 0.95895 1.75886 -0.56185
H 1.48735 -0.53457 0.30364
H -0.83366 -0.72615 2.40682
*
```


Which is the most stable structure? (A) is the most stable.


(A)
ORCA calculation (wB97M-V/def2-TZVPD) on an isolated molecule of C3H5NO.

Its highest occupied orbital energy (spin up / spin down) is -7.16 / -7.59 eV. Its lowest unoccupied orbital energy (spin up / spin down) is 0.41 / 0.71 eV.

Geometry as ORCA input:
```
! wB97M-V def2-TZVPD RIJCOSX def2/J DEFGRID3
* xyz 0 1
O 1.80327 0.73464 0.08368
C 0.62458 0.37596 -0.59422
C 0.58087 1.43365 0.39719
C -1.16122 -1.19270 -0.11186
N 0.08311 -0.88069 -0.39287
H 0.21421 1.25533 1.41072
H 0.52867 2.46844 0.06088
H -1.80343 -0.40938 0.26952
H -1.55939 -2.15059 -0.41732
H 0.68933 -1.63467 -0.70571
*
```


(B)
ORCA calculation (wB97M-V/def2-TZVPD) on an isolated molecule of C3H5NO.

Its highest occupied orbital energy is -10.43 eV. As for the SMILES: COCC#N. Its lowest unoccupied orbital energy is 0.82 eV.

Geometry as ORCA input:
```
! wB97M-V def2-TZVPD RIJCOSX def2/J DEFGRID3
* xyz 0 1
C -0.96737 0.88770 0.23317
O -0.61941 0.00554 -0.82792
C 0.52328 -0.81470 -0.73151
C 1.21509 -0.64705 0.55633
N 1.58583 -0.35566 1.61212
H -1.96782 0.63520 0.59738
H -0.94969 1.92066 -0.12782
H -0.28071 0.81913 1.07652
H 1.22629 -0.58185 -1.54368
H 0.23449 -1.86897 -0.84460
*
```


(C)
ORCA calculation (wB97M-V/def2-TZVPD) on an isolated molecule of C3H5NO.

Its highest occupied orbital energy (spin up / spin down) is -8.15 / -8.15 eV. Its lowest unoccupied orbital energy (spin up / spin down) is 0.13 / 0.13 eV.

Geometry as ORCA input:
```
! wB97M-V def2-TZVPD RIJCOSX def2/J DEFGRID3
* xyz 0 1
C 1.39372 -0.24284 -0.67626
C -1.62208 -0.27790 0.23539
C -0.39925 1.11950 0.18093
N 0.67512 0.61769 -0.15164
O -2.28404 -0.17562 -0.81363
H 1.43481 -0.51120 -1.68667
H 2.22380 -0.64298 -0.00329
H -0.89969 -1.10302 0.47999
H -2.22613 0.01222 1.25263
H -0.60931 2.12912 0.25715
*
```


(D)
ORCA calculation (wB97M-V/def2-TZVPD) on an isolated molecule of C3H5NO.

Its highest occupied orbital energy is -10.08 eV. As for the SMILES: O=C[C@@H]1CN1. Its lowest unoccupied orbital energy is 0.47 eV.

Geometry as ORCA input:
```
! wB97M-V def2-TZVPD RIJCOSX def2/J DEFGRID3
* xyz 0 1
O 0.86349 -2.20060 0.62275
C -0.03862 -1.38172 0.36339
C 0.43031 -0.25021 -0.30082
C 0.15534 1.23927 0.11908
N -0.64654 0.65216 -1.00293
H -1.10990 -1.44363 0.65106
H 1.40360 -0.42103 -0.83849
H -0.64332 1.62661 0.95014
H 1.00214 1.91684 -0.08109
H -1.41649 0.26232 -0.48309
*
```


Which is the most stable structure? (B) is the most stable.


(A)
ORCA calculation (wB97M-V/def2-TZVPD) on an isolated molecule of C3H5NO.

Its highest occupied orbital energy is -11.49 eV. As for the SMILES: C[C@H](O)C#N. Its lowest unoccupied orbital energy is 0.43 eV.

Geometry as ORCA input:
```
! wB97M-V def2-TZVPD RIJCOSX def2/J DEFGRID3
* xyz 0 1
C 0.41164 -0.88438 0.49947
C -0.40000 0.27692 -0.02564
O -0.86499 -0.27990 -1.28541
C 0.55751 1.36287 -0.17403
N 1.38913 2.21600 -0.12581
H 0.99916 -1.27591 -0.44156
H 1.13340 -0.44823 1.30123
H -0.26734 -1.61632 0.93860
H -1.19008 0.43999 0.80565
H -1.76842 0.20897 -1.49250
*
```


(B)
ORCA calculation (wB97M-V/def2-TZVPD) on a structure of composition C3H5NO.

Its highest occupied orbital energy is -9.02 eV. Its lowest unoccupied orbital energy is 0.33 eV.

Geometry as ORCA input:
```
! wB97M-V def2-TZVPD RIJCOSX def2/J DEFGRID3
* xyz 0 1
C -0.55483 -0.84260 0.03333
C -0.38650 0.81676 0.24746
N 1.07757 1.12122 0.49541
C 1.26935 0.06097 -0.16795
O 0.76844 -1.23243 0.25357
H -1.24763 -1.24009 0.78431
H -0.86993 -1.11704 -0.98345
H -0.67899 1.48257 -0.58882
H -0.95742 0.97004 1.13562
H 1.57995 -0.01941 -1.20948
*
```


Which is the most stable structure? (A) is the most stable.